Entry 1:
# C24H27N12O2PPtS3

A structure of composition C24H27N12O2PPtS3 in a non-equilibrium geometry (ωB97M-V/def2-TZVPD, OMol25).

```
! wB97M-V def2-TZVPD RIJCOSX def2/J DEFGRID3
* xyz 2 1
Pt -1.06317 -0.18673 0.51937
C 2.83571 -3.50561 2.55095
N 2.14240 -2.62936 1.61192
C 2.48109 -2.50451 0.28772
C 1.65990 -1.56094 -0.23796
N 0.83539 -1.11073 0.75553
C 1.13462 -1.77604 1.87151
P 0.35836 -1.54710 3.51158
C 0.08821 0.25272 3.37389
N -0.13568 0.91787 2.25443
C -0.15922 2.24609 2.56345
C 0.06451 2.38221 3.90458
N 0.22376 1.12016 4.40504
C 0.47335 0.78139 5.80387
C -1.29315 -2.08176 2.97172
N -1.99402 -1.43901 2.05309
C -3.18983 -2.08778 1.91085
C -3.20806 -3.13605 2.77857
N -2.00741 -3.12326 3.44210
C -1.61057 -4.08589 4.46428
H 3.87766 -3.20404 2.63340
H 2.78676 -4.53293 2.19748
H 2.37066 -3.44173 3.53021
H 3.26234 -3.09234 -0.16159
H 1.61474 -1.17903 -1.24378
H -0.30852 3.00859 1.81836
H 0.13344 3.25559 4.52951
H 0.53469 1.70029 6.37840
H 1.40951 0.23606 5.90220
H -0.34050 0.17703 6.19966
H -3.94721 -1.74448 1.22749
H -3.96734 -3.87348 2.97336
H -2.34727 -4.10120 5.26409
H -0.64466 -3.80349 4.87363
H -1.53887 -5.08036 4.02888
N -5.08215 4.68247 -0.62043
C -4.20967 3.68620 -0.71927
N -3.41866 3.59744 -1.79160
N -4.16372 2.81690 0.28422
C -3.41351 1.80348 0.38321
N -2.80007 0.83417 0.59677
H -5.18906 5.37554 -1.34055
H -5.70340 4.70162 0.17078
H -3.46128 4.26952 -2.53888
H -2.75597 2.84131 -1.86948
C -2.53010 -2.80019 -2.46444
O -2.11421 -1.64407 -1.68372
C -1.36487 -1.90196 -0.63207
O -1.01744 -2.96810 -0.23651
H -3.06279 -2.39845 -3.31819
H -3.17587 -3.42958 -1.85622
H -1.65573 -3.36502 -2.77916
S 1.53826 -0.95611 -5.85053
C 1.32597 -0.03456 -4.51272
S 0.05843 -0.44688 -3.38447
C 0.47477 0.94874 -2.41221
N 1.45912 1.60928 -2.88840
N 1.95529 1.09582 -4.04535
C 3.09506 1.79812 -4.59016
C 3.51732 2.95232 -3.92759
C 4.61566 3.65103 -4.39244
C 5.30270 3.21727 -5.51753
C 4.87241 2.08046 -6.17709
C 3.77501 1.36247 -5.71951
S -0.35723 1.54856 -1.00563
H 2.98240 3.29739 -3.05786
H 4.93536 4.54466 -3.87359
H 6.16553 3.76394 -5.87301
H 5.39856 1.73946 -7.05811
H 3.47230 0.47659 -6.24600
*
```

Properties
- ΔE to the lowest compared entry with this formula, charge and spin (eV) = 0.9390
- lowest unoccupied orbital energy (Ha) = -0.22931
- electronic energy (eV) = -92331.160
- F_max (eV/Å) = 3.1
- HOMO-LUMO gap (eV) = 5.571



Entry 2:
# C20H35F9O9Si2

A structure of composition C20H35F9O9Si2 (ωB97M-V/def2-TZVPD, OMol25).

```
! wB97M-V def2-TZVPD RIJCOSX def2/J DEFGRID3
* xyz 0 1
C 1.38120 3.22135 -0.01757
C 0.80987 2.35552 -1.10472
O -0.03139 2.76128 -1.86619
O 1.29322 1.08996 -1.16139
C 1.80490 0.68796 -2.44606
C 2.89971 1.61356 -2.94941
C 3.83129 0.93437 -3.96263
C 5.10861 1.76244 -4.17835
C 5.82049 1.50160 -5.50656
C 4.99572 1.80635 -6.77522
Si 4.26064 3.52343 -6.91846
O 2.62527 3.40612 -7.19840
Si 1.53192 4.42741 -6.48680
H 1.93620 2.64070 0.71917
H 2.07958 3.92765 -0.47985
H 0.58189 3.79711 0.45106
H 0.96805 0.62719 -3.14947
H 2.19851 -0.31779 -2.28548
H 2.46525 2.49750 -3.43187
H 3.49781 1.94464 -2.08875
H 4.09163 -0.07178 -3.61592
H 3.29644 0.83968 -4.91502
H 4.85566 2.82272 -4.06750
H 5.80142 1.53489 -3.35811
H 6.76762 2.05129 -5.52786
H 6.09578 0.43774 -5.53124
H 5.63985 1.66335 -7.65093
H 4.17865 1.08333 -6.85858
H 4.44513 4.33704 -5.69116
H 4.87439 4.25555 -8.04888
H 2.00307 5.82699 -6.57698
H 1.36284 4.04958 -5.06722
H 0.25046 4.30979 -7.20401
C -2.06310 0.18667 -1.64390
C -2.15523 0.18569 -0.13790
O -3.33987 -0.51055 0.32648
C -3.24381 -1.82233 0.41800
O -2.30065 -2.51163 0.16964
C -4.56766 -2.40066 0.96869
F -5.63480 -1.84231 0.39348
F -4.64222 -2.17364 2.28838
F -4.62166 -3.71326 0.76820
H -2.96283 0.61644 -2.08503
H -1.20456 0.78526 -1.93767
H -1.94507 -0.82723 -2.02739
H -2.26479 1.19581 0.25096
H -1.27521 -0.26801 0.31677
C 2.68333 -0.16211 6.46756
C 1.74578 0.88915 5.92022
O 2.47664 1.91166 5.20143
C 2.77687 1.63433 3.94599
O 2.51448 0.64475 3.33105
C 3.50719 2.83638 3.30540
F 4.42725 3.35411 4.11741
F 2.61206 3.79204 3.01599
F 4.10047 2.46634 2.17492
H 3.44361 0.29608 7.09993
H 2.12119 -0.88014 7.06387
H 3.18091 -0.69972 5.66134
H 1.23859 1.42719 6.71723
H 0.99745 0.45716 5.25753
C -6.66174 -4.30711 3.50412
C -7.40370 -5.62304 3.46732
O -6.95531 -6.50217 4.52536
C -7.50900 -6.31388 5.71001
O -8.33758 -5.50761 6.00906
C -6.95654 -7.35306 6.71318
F -5.63422 -7.49261 6.59867
F -7.52428 -8.54410 6.48177
F -7.23605 -6.98960 7.95875
H -5.58712 -4.47567 3.45059
H -6.96259 -3.69164 2.65735
H -6.88134 -3.76116 4.42124
H -7.19620 -6.17038 2.55088
H -8.48039 -5.48395 3.55351
*
```

Properties
- lowest unoccupied orbital energy (Ha) = 0.01807
- electronic energy (eV) = -79950.909
- F_max (eV/Å) = 0.9
- HOMO-LUMO gap (eV) = 11.069



Entry 3:
# C3H8O2

A cluster of 2 separate species, C3H8O2 in total (ωB97M-V/def2-TZVPD, OMol25).

```
! wB97M-V def2-TZVPD RIJCOSX def2/J DEFGRID3
* xyz 0 1
C -1.11637 2.82074 -0.03255
O -2.21011 2.33170 -0.01136
H -0.92203 3.79228 -0.52295
H -0.25514 2.31740 0.43268
C 1.39698 -1.54868 -0.13929
C -0.06043 -1.11360 -0.25810
O -0.42746 -0.25441 0.81654
H 2.06087 -0.70359 -0.01055
H 1.47161 -2.26917 0.68059
H 1.73042 -2.07857 -1.02873
H -0.67772 -2.00626 -0.33545
H -0.23191 -0.51562 -1.15723
H -0.75873 -0.77221 1.56641
*
```

Properties
- SMILES = C=O.CCO
- ΔE to the lowest compared entry with this formula, charge and spin (eV) = 1.6492
- lowest unoccupied orbital energy (Ha) = 0.03376
- electronic energy (eV) = -7334.401
- F_max (eV/Å) = 0.7
- HOMO-LUMO gap (eV) = 10.725



Entry 4:
# C14H52N8O12

A cluster of 12 separate species, C14H52N8O12 in total in a non-equilibrium geometry (ωB97M-V/def2-TZVPD, OMol25).

```
! wB97M-V def2-TZVPD RIJCOSX def2/J DEFGRID3
* xyz 0 1
N 1.97390 0.03935 3.97199
C 1.27303 -0.28966 5.05246
N -0.01874 -0.55850 4.87849
O 1.85562 -0.01176 6.28341
H 2.89756 0.29122 4.05342
H 1.63153 0.03763 2.97233
H -0.60109 -0.69904 5.78498
H -0.49171 -1.06714 4.06536
N -1.20535 -0.39748 0.43638
C -0.05248 0.17648 0.57701
N 0.36662 0.66435 -0.51685
O 0.74886 0.09320 1.68064
H -1.36134 -0.92565 1.28200
H -1.96847 -0.20654 -0.20712
H 1.26241 1.18171 -0.61619
H -0.12021 0.60279 -1.48195
N 0.08485 1.79605 -5.28609
C -0.09919 0.69869 -4.60593
N 0.08543 -0.35977 -5.27446
O -0.37386 0.63012 -3.25909
H -0.01405 2.72200 -4.86146
H 0.07440 1.73606 -6.31054
H -0.02273 -1.32099 -4.81868
H 0.50618 -0.28862 -6.18902
N 2.98641 1.76756 -0.87155
C 2.71560 2.98367 -1.21065
N 2.47810 3.06549 -2.49939
O 2.62287 3.99130 -0.27757
H 3.34519 1.56057 0.08994
H 3.01046 1.04972 -1.57376
H 2.24088 3.97579 -2.88129
H 2.52424 2.31209 -3.27498
C -5.37543 0.73935 -0.78707
C -3.84836 0.79349 -0.76403
O -3.34400 -0.01922 -1.80867
H -5.73747 1.43622 0.02037
H -5.82754 -0.18789 -0.62982
H -5.78898 1.19869 -1.71389
H -3.41150 0.59101 0.19571
H -3.47781 1.76496 -1.01308
H -3.49630 -0.90698 -1.56910
C 4.40251 -1.06546 0.79494
C 3.19099 -2.00742 0.76455
O 3.05912 -2.71128 1.93167
H 4.33419 -0.20966 1.47657
H 4.54341 -0.59159 -0.18291
H 5.30228 -1.57315 1.15700
H 3.21616 -2.79748 0.00712
H 2.28505 -1.43459 0.65337
H 2.75586 -2.14788 2.63233
C -4.72981 -1.48770 1.81761
O -4.47337 -2.25449 2.93569
H -5.79701 -1.29363 1.63064
H -4.40337 -1.99144 0.93244
H -4.14403 -0.53743 1.89022
H -4.92383 -3.08082 2.85869
C 3.10067 -1.54211 -3.18323
O 2.56134 -0.33774 -2.57246
H 2.50166 -1.73602 -4.10706
H 2.88876 -2.36317 -2.54709
H 4.12610 -1.35655 -3.45807
H 1.71882 -0.56293 -2.18807
C -1.14865 -2.98034 2.60475
O -1.71413 -1.67537 2.82781
H -0.05784 -2.89524 2.37293
H -1.70516 -3.58847 1.90580
H -1.12680 -3.52807 3.50108
H -2.62034 -1.87546 3.07541
C -0.07172 -3.26587 -0.71503
O 0.44772 -2.12895 -1.33047
H 0.39056 -3.34355 0.31257
H 0.11402 -4.25999 -1.25421
H -1.15535 -3.19401 -0.51425
H 0.24799 -1.36600 -0.82968
C -1.20972 3.35550 -1.71722
O -1.33922 3.13454 -0.33631
H -1.66105 2.53101 -2.11139
H -0.20010 3.36022 -2.03410
H -1.79552 4.19607 -2.09938
H -0.91663 2.33951 -0.13488
C 0.87741 3.08485 2.40537
O 1.66945 2.91490 3.54883
H 1.24965 2.57119 1.51666
H 0.87008 4.08433 2.01468
H -0.16431 2.88158 2.72019
H 1.45661 2.06990 3.98467
*
```

Properties
- SMILES = NC(N)=O.NC(N)=O.NC(N)=O.NC(N)=O.CCO.CCO.CO.CO.CO.CO.CO.CO
- ΔE to the lowest compared entry with this formula, charge and spin (eV) = 5.2197
- lowest unoccupied orbital energy (Ha) = -0.01137
- electronic energy (eV) = -51848.146
- F_max (eV/Å) = 9.3
- HOMO-LUMO gap (eV) = 7.699



Entry 5:
# C36H49N5P2PtSi

A structure of composition C36H49N5P2PtSi in a non-equilibrium geometry (ωB97M-V/def2-TZVPD, OMol25).

```
! wB97M-V def2-TZVPD RIJCOSX def2/J DEFGRID3
* xyz 2 5
Pt -1.25989 2.22064 2.13194
C -2.05623 0.24588 2.76197
C -0.70017 0.08343 2.38385
C -0.29585 -0.55552 1.07883
C -0.19172 0.38985 -0.12641
C -0.96565 1.67514 0.03162
C -2.36650 1.67921 0.26424
C -3.18849 0.42464 0.43582
C -3.21874 -0.13184 1.88340
C -0.68173 4.08521 1.56224
H -2.26653 0.24111 3.83651
H 0.03002 -0.00939 3.19049
H -0.96463 -1.39777 0.85465
H 0.70278 -0.98633 1.23927
H 0.86641 0.65364 -0.26665
H -0.49993 -0.13470 -1.04366
H -0.55895 2.54359 -0.49450
H -2.91950 2.58047 -0.03986
H -2.89794 -0.36363 -0.27881
H -4.22709 0.68835 0.18144
H -4.12087 0.27345 2.36678
H -3.33565 -1.22610 1.86037
H -0.69626 4.73684 2.44495
H -1.39408 4.43732 0.80338
H 0.33239 4.03642 1.12816
P 1.72330 -0.91841 -4.20852
P 2.87987 -2.74712 -1.48952
N 0.27561 -0.92958 -5.25981
N 2.87540 -0.46881 -5.53197
N 1.53812 -3.83784 -1.18285
N 4.14952 -3.79641 -0.74062
C 2.05860 -2.74215 -4.26590
C 3.12548 -3.24409 -3.26464
C -0.88863 -0.22055 -4.91879
C -1.83049 -0.38674 -5.92672
C -1.24378 -1.22983 -6.92693
C 0.02905 -1.57364 -6.47636
C 3.72484 0.64177 -5.44057
C 4.53264 0.69635 -6.57380
C 4.16487 -0.40828 -7.40989
C 3.17244 -1.11479 -6.73469
C 0.41154 -3.35835 -0.50970
C -0.57443 -4.32853 -0.52190
C -0.04155 -5.45760 -1.21827
C 1.23611 -5.12056 -1.64107
C 4.31654 -5.18579 -0.71613
C 5.59318 -5.48789 -0.24501
C 6.24537 -4.24004 0.03782
C 5.34936 -3.22603 -0.27796
H 2.39441 -3.02760 -5.27653
H 1.09090 -3.23367 -4.07706
H 3.18731 -4.34617 -3.34030
H 4.11607 -2.82440 -3.51851
H -0.93414 0.31282 -3.98269
H -2.82156 0.04640 -5.95700
H -1.67848 -1.53249 -7.86718
H 0.75057 -2.24244 -6.91675
H 3.68037 1.28561 -4.57342
H 5.30177 1.42833 -6.78302
H 4.56021 -0.65895 -8.38494
H 2.68456 -2.03609 -7.01546
H 0.44667 -2.37292 -0.09178
H -1.55936 -4.23029 -0.08379
H -0.52734 -6.40952 -1.38127
H 1.94810 -5.67980 -2.23166
H 3.52998 -5.85254 -1.02193
H 6.00305 -6.47812 -0.12320
H 7.24679 -4.11644 0.41933
H 5.44962 -2.15493 -0.22742
C 0.59970 1.92089 4.81721
Si -0.91701 2.91304 5.33634
C -1.67824 2.07561 6.83170
C -0.41136 4.65919 5.78864
N -2.04707 2.94778 3.98812
C -3.28584 3.51807 4.04983
C -4.19635 3.44660 2.95933
C -5.47378 4.00379 3.05131
C -5.87847 4.67584 4.21537
C -4.99059 4.77241 5.29591
C -3.72000 4.21524 5.22760
H 1.49173 2.35191 5.29305
H 0.76195 1.91864 3.72789
H 0.50342 0.87376 5.14918
H -0.93842 2.06982 7.64566
H -2.58340 2.56712 7.21043
H -1.94090 1.03358 6.60755
H 0.12183 5.13661 4.95654
H -1.25323 5.31004 6.05215
H 0.26633 4.63124 6.65344
H -3.88090 2.94387 2.03411
H -6.16400 3.91230 2.21311
H -6.87120 5.12398 4.28566
H -5.28645 5.28683 6.21111
H -3.04546 4.31002 6.08709
*
```

Properties
- ΔE to the lowest compared entry with this formula, charge and spin (eV) = 0.0000
- lowest unoccupied orbital energy (spin up / spin down) (Ha) = -0.17994 / -0.32700
- <S²> = 6.07
- electronic energy (eV) = -75260.220
- F_max (eV/Å) = 3.2
- HOMO-LUMO gap (spin up / spin down) (eV) = 6.050 / 2.989